(1)
Here is 7 unconnected molecules or ions with the total composition C16H45BBrO10PS6 in a non-equilibrium geometry from OMol25. Energies are from the ωB97M-V functional and the def2-TZVPD basis.

* LUMO energy: 0.43 eV
* charge: 0
* highest occupied orbital energy: -8.350 eV
* orbital gap: 8.781 eV

```
80
Properties=species:S:1:pos:R:3:forces:R:3
C -2.037 6.437 0.385 0.13 0.36 -0.07
C -1.938 7.650 -0.486 -1.82 0.75 -0.96
O -2.903 8.147 -1.045 1.77 -0.82 0.68
O -0.681 8.174 -0.683 -0.24 0.18 0.13
C -0.074 8.709 0.503 -0.38 -0.33 -0.51
P 0.531 10.429 0.329 0.35 0.42 0.40
Br -1.413 11.554 0.265 0.00 -0.21 -0.14
C 1.086 10.451 -1.415 0.33 -0.13 0.16
B 2.649 10.609 -1.546 0.05 -0.39 -0.07
O 3.352 9.777 -2.420 0.21 0.75 0.14
O 3.348 11.543 -0.846 -0.72 0.25 0.10
H -1.892 5.535 -0.193 0.10 -0.23 -0.26
H -1.293 6.444 1.168 0.12 -0.06 0.26
H -3.037 6.403 0.781 -0.29 -0.10 0.29
H 0.738 8.055 0.803 0.42 -0.01 0.07
H -0.787 8.736 1.318 -0.17 -0.01 0.29
H 0.621 11.314 -1.878 -0.09 0.32 -0.09
H 0.775 9.577 -1.970 -0.37 -0.22 0.00
H 3.085 9.968 -3.317 -0.19 -0.50 -0.51
H 4.089 11.828 -1.377 0.76 -0.09 0.13
C -2.984 1.951 -1.921 -0.09 0.22 0.07
S -2.906 1.829 -0.129 -0.18 -0.05 0.04
O -2.394 3.138 0.371 0.11 0.11 -0.07
C -1.542 0.672 -0.044 0.09 -0.05 0.02
H -3.764 2.677 -2.149 0.00 0.01 0.05
H -2.029 2.294 -2.312 0.06 -0.01 0.04
H -3.237 0.985 -2.342 0.06 -0.09 0.01
H -0.672 1.093 -0.546 0.00 0.03 -0.04
H -1.834 -0.264 -0.515 -0.02 -0.02 -0.05
H -1.322 0.508 1.009 -0.05 0.04 0.02
C 1.131 -1.240 -3.881 0.06 -0.11 0.06
S -0.027 0.120 -3.999 0.10 0.01 0.00
O -1.187 -0.226 -3.129 -0.09 -0.14 -0.08
C -0.537 -0.190 -5.693 -0.04 -0.04 -0.07
H 1.542 -1.252 -2.872 0.05 0.05 -0.01
H 0.612 -2.179 -4.080 -0.07 0.04 -0.02
H 1.941 -1.092 -4.595 0.02 0.04 0.01
H -0.943 -1.198 -5.773 0.00 -0.01 0.05
H 0.319 -0.068 -6.356 0.01 0.02 0.00
H -1.303 0.538 -5.950 0.00 0.03 0.03
C 3.505 -3.517 0.574 -0.04 -0.07 0.10
S 3.962 -3.217 -1.133 0.05 -0.03 0.04
O 3.495 -1.846 -1.479 -0.11 0.02 -0.06
C 2.777 -4.365 -1.845 -0.07 -0.05 -0.03
H 4.103 -2.860 1.202 0.04 0.03 -0.03
H 2.447 -3.295 0.712 -0.01 0.03 -0.05
H 3.713 -4.555 0.834 0.01 0.01 0.04
H 1.769 -4.086 -1.538 0.02 0.04 0.03
H 3.011 -5.376 -1.516 0.02 -0.01 0.00
H 2.864 -4.304 -2.928 0.04 0.02 -0.01
C 1.452 -4.481 4.668 -0.13 -0.11 0.02
S 3.175 -4.508 4.171 -0.06 0.18 0.08
O 3.360 -5.722 3.320 0.07 0.05 -0.09
C 3.827 -4.892 5.796 0.08 -0.15 0.07
H 0.852 -4.297 3.780 0.03 0.03 -0.03
H 1.192 -5.446 5.106 0.07 -0.02 0.00
H 1.301 -3.676 5.386 0.01 0.03 -0.01
H 3.378 -5.820 6.154 -0.06 0.02 -0.03
H 3.602 -4.069 6.474 0.00 0.03 -0.02
H 4.906 -5.004 5.704 0.01 0.03 -0.04
C 1.587 -10.311 5.621 -0.11 -0.02 0.09
S 2.648 -8.863 5.663 0.10 -0.07 -0.12
O 1.817 -7.718 6.139 -0.05 0.04 -0.04
C 2.807 -8.701 3.886 0.11 -0.08 -0.14
H 1.331 -10.571 6.646 0.01 0.02 0.02
H 0.681 -10.081 5.061 0.01 0.04 -0.01
H 2.127 -11.136 5.157 0.03 0.01 0.01
H 1.820 -8.585 3.440 -0.03 0.02 0.05
H 3.304 -9.588 3.489 -0.02 -0.04 0.07
H 3.405 -7.816 3.678 -0.08 0.03 0.05
C -7.632 -1.275 -2.269 -0.07 0.06 -0.04
S -5.954 -1.855 -1.989 0.00 -0.10 -0.06
O -5.520 -1.309 -0.679 0.04 0.07 0.01
C -5.193 -0.843 -3.264 0.04 0.04 -0.07
H -8.277 -1.760 -1.540 0.02 -0.03 0.03
H -7.671 -0.194 -2.136 0.04 0.00 0.02
H -7.947 -1.549 -3.276 0.00 -0.02 0.00
H -5.403 0.208 -3.068 -0.03 -0.01 0.04
H -5.584 -1.137 -4.239 0.00 -0.02 0.00
H -4.119 -1.018 -3.233 0.01 -0.03 0.02
```
Positions in Å, forces in eV/Å.

Atomic partial charges in e from the Löwdin method, atoms 1 to 5: number 1, C, carries 0.016; number 2, C, carries -0.507; number 3, O, carries 0.101; number 4, O, carries -0.106; number 5, C, carries -0.443

(2)
Here is a single C5H8O molecule from OMol25. Energies are from the ωB97M-V functional and the def2-TZVPD basis.

* LUMO energy: 1.15 eV
* charge: 0
* SMILES string: O[C@H]1C[C@@H]2C[C@@H]21
* highest occupied orbital energy: -9.635 eV
* energy relative to the best compared isomer or geometry (same formula, charge and spin): 237.2 kJ/mol
* orbital gap: 10.782 eV

```
14
Properties=species:S:1:pos:R:3:forces:R:3
C 0.037 -0.870 -0.416 0.05 -0.29 -0.13
C -1.223 -0.353 -1.001 -0.04 0.06 -0.20
C -0.884 0.151 0.363 -0.13 -0.08 0.24
O 0.830 0.459 1.894 0.09 0.01 0.12
C 0.381 0.945 0.634 -0.09 0.26 -0.24
C 1.142 0.199 -0.466 0.11 -0.02 -0.08
H 0.255 -1.935 -0.351 -0.32 0.19 0.30
H 0.620 -0.491 1.845 0.22 0.34 0.36
H -1.267 0.221 -1.924 0.14 0.14 0.16
H -2.017 -1.095 -0.894 0.00 0.28 -0.30
H -1.626 0.127 1.162 0.23 -0.63 -0.08
H 0.395 2.036 0.696 -0.09 -0.13 -0.09
H 1.226 0.698 -1.437 -0.03 -0.05 0.11
H 2.131 -0.090 -0.104 -0.15 -0.09 -0.16
```
Positions in Å, forces in eV/Å.

Atomic partial charges in e from the Löwdin method, atoms 1 to 5: number 1, C, carries -0.200; number 2, C, carries -0.105; number 3, C, carries -0.151; number 4, O, carries -0.049; number 5, C, carries -0.356

(3)
Here is a single C6H8OS molecule in a non-equilibrium geometry from OMol25. Energies are from the ωB97M-V functional and the def2-TZVPD basis.

* LUMO energy: 0.30 eV
* charge: 0
* SMILES string: CC1(C)C=COC1=S
* highest occupied orbital energy: -8.729 eV
* energy relative to the best compared isomer or geometry (same formula, charge and spin): 400.4 kJ/mol
* orbital gap: 9.026 eV

```
16
Properties=species:S:1:pos:R:3:forces:R:3
C 1.024 -1.109 1.240 -0.04 -4.13 1.47
C 0.872 -0.431 -0.035 -3.55 1.28 -0.40
C 0.818 -1.673 -1.037 1.32 1.00 -0.40
C 1.681 0.864 -0.155 -0.07 2.31 -1.58
C 0.778 1.952 -0.108 1.15 1.48 0.04
C -0.606 0.252 0.101 1.98 0.30 -2.26
H 0.464 -2.187 0.936 1.62 2.75 2.41
H 2.097 -1.280 1.462 -0.61 -0.21 0.04
H 0.535 -0.660 2.094 0.04 0.12 0.21
H 0.760 -1.168 -2.046 -0.84 -1.61 0.53
H 1.853 -2.017 -0.986 0.29 -0.11 -0.19
H 0.273 -2.687 -0.616 0.42 3.25 -1.82
H 2.839 0.900 -0.441 -2.90 0.15 1.06
H 0.706 3.219 -0.043 1.35 -4.01 -0.40
O -0.575 1.606 -0.042 2.32 -0.53 0.83
S -2.020 -0.382 -0.003 -2.47 -2.03 0.45
```
Positions in Å, forces in eV/Å.

Atomic partial charges in e from the Löwdin method, atoms 1 to 5: number 1, C, carries -0.110; number 2, C, carries -0.546; number 3, C, carries -0.072; number 4, C, carries -0.018; number 5, C, carries -0.084